# 1
Density functional theory data (ωB97M-V/def2-TZVPD) for a molecular structure, C47H72N6O4SSbTc at a distorted geometry.

CARTESIAN COORDINATES (ANGSTROEM)
Tc (-0.93500, -0.44268, -0.35553)
C (-3.76607, 0.74751, -0.69303)
N (-2.73865, 0.08565, -1.53581)
C (-3.35054, -1.13949, -2.10125)
C (-2.31401, 0.99592, -2.63621)
C (-0.81320, 0.92765, -2.88216)
N (-0.02983, 1.06816, -1.62660)
C (1.38363, 0.70512, -1.92245)
C (2.33059, 0.61307, -0.75684)
C (3.56746, 1.22203, -0.84341)
C (4.56439, 0.98475, 0.09443)
C (4.28263, 0.06515, 1.10053)
C (3.05494, -0.56880, 1.24366)
C (2.03221, -0.24202, 0.32251)
O (0.80196, -0.72608, 0.46514)
C (2.81482, -1.60225, 2.35036)
C (2.37453, -2.94399, 1.73638)
C (1.73540, -1.08133, 3.31690)
C (4.08351, -1.86303, 3.16544)
C (5.91791, 1.67231, -0.04402)
C (6.58289, 1.21886, -1.35449)
C (5.71478, 3.19536, -0.06577)
C (6.86751, 1.33515, 1.10799)
C (-0.08245, 2.47339, -1.13456)
C (0.09543, 2.72174, 0.34477)
C (0.83851, 3.82282, 0.72619)
C (0.80331, 4.31016, 2.02672)
C (-0.03755, 3.65693, 2.92146)
C (-0.80280, 2.54338, 2.59412)
C (-0.71120, 2.04398, 1.27755)
O (-1.40587, 0.97224, 0.88308)
C (-1.72783, 1.88597, 3.62348)
C (-3.17933, 1.88342, 3.10028)
C (-1.27514, 0.43894, 3.87953)
C (-1.71627, 2.62579, 4.96410)
C (1.60534, 5.55303, 2.39327)
C (3.08992, 5.30921, 2.07987)
C (1.47979, 5.91391, 3.87489)
C (1.09199, 6.74365, 1.56639)
H (-4.67504, 0.92136, -1.27550)
H (-3.99380, 0.11111, 0.16113)
H (-3.39087, 1.69461, -0.31543)
H (-4.24660, -0.88277, -2.67363)
H (-2.64834, -1.65113, -2.75815)
H (-3.63209, -1.80746, -1.29310)
H (-2.81677, 0.72799, -3.56825)
H (-2.61193, 2.01183, -2.38566)
H (-0.57220, -0.04410, -3.31945)
H (-0.52177, 1.70098, -3.60058)
H (1.36162, -0.27073, -2.41528)
H (1.78115, 1.42860, -2.64060)
H (3.76230, 1.88192, -1.68283)
H (5.05634, -0.17137, 1.81420)
H (1.40907, -2.85343, 1.24411)
H (3.11222, -3.29514, 1.01060)
H (2.27568, -3.69584, 2.52174)
H (0.79391, -0.91895, 2.80122)
H (1.55952, -1.80519, 4.11563)
H (2.05827, -0.13813, 3.76215)
H (4.89536, -2.24355, 2.54221)
H (4.41833, -0.96062, 3.67969)
H (3.86576, -2.61421, 3.92550)
H (5.97766, 1.47163, -2.22615)
H (7.55617, 1.70153, -1.46262)
H (6.73253, 0.13759, -1.34733)
H (5.12575, 3.51285, -0.92762)
H (5.19787, 3.52132, 0.83891)
H (6.67983, 3.70331, -0.11254)
H (7.08501, 0.26651, 1.14962)
H (7.81276, 1.85765, 0.95769)
H (6.45645, 1.65086, 2.06877)
H (0.67026, 3.04833, -1.68000)
H (-1.05753, 2.88546, -1.40082)
H (1.44059, 4.32204, -0.02559)
H (-0.10830, 4.03823, 3.92770)
H (-3.31634, 1.11408, 2.34546)
H (-3.86421, 1.66632, 3.92190)
H (-3.44262, 2.85842, 2.68294)
H (-1.32210, -0.15252, 2.96689)
H (-0.25505, 0.41853, 4.26688)
H (-1.93294, -0.03356, 4.61187)
H (-2.06511, 3.65540, 4.86079)
H (-2.39297, 2.11363, 5.64872)
H (-0.72475, 2.62655, 5.41993)
H (3.45486, 4.44485, 2.63828)
H (3.25596, 5.12378, 1.01782)
H (3.68449, 6.17867, 2.36662)
H (1.81170, 5.09314, 4.51330)
H (2.10847, 6.77955, 4.08610)
H (0.45348, 6.17731, 4.13643)
H (1.21162, 6.57750, 0.49501)
H (0.03352, 6.91954, 1.76726)
H (1.64611, 7.64558, 1.83421)
N (-6.77600, -6.00777, -1.29888)
C (-5.89017, -5.26443, -0.56643)
C (-6.11812, -3.89723, -0.34951)
C (-5.18502, -3.13131, 0.31620)
C (-4.00976, -3.71310, 0.78055)
C (-3.80102, -5.08080, 0.63587)
C (-4.72712, -5.84637, -0.03980)
S (-2.82528, -2.66402, 1.56502)
O (-3.46985, -1.40609, 1.83001)
O (-2.14884, -3.35107, 2.61446)
N (-1.72007, -2.21543, 0.37423)
C (-1.01990, -3.01987, -0.44961)
N (-0.43450, -2.25174, -1.42264)
C (0.39277, -2.85308, -2.27331)
C (0.63738, -4.20721, -2.19974)
C (-0.03677, -4.90888, -1.20546)
N (-0.86097, -4.33052, -0.34409)
H (-7.69481, -5.63677, -1.46116)
H (-6.70514, -7.00907, -1.25999)
H (-7.04384, -3.44820, -0.68838)
H (-5.37021, -2.08319, 0.51453)
H (-2.92842, -5.53074, 1.08081)
H (-4.57525, -6.91286, -0.15365)
H (0.86290, -2.24365, -3.03460)
H (1.32132, -4.69103, -2.87948)
H (0.08928, -5.97911, -1.08258)
C (-1.86094, -4.43627, -5.30651)
Sb (-1.57147, -2.30712, -5.39209)
C (-0.77811, -2.37031, -7.39006)
C (-3.61404, -1.85935, -5.93892)
H (-2.33201, -4.76955, -6.22954)
H (-2.48559, -4.71370, -4.45765)
H (-0.89153, -4.92276, -5.20251)
H (-1.36107, -3.06745, -7.98927)
H (0.25755, -2.70569, -7.35497)
H (-0.80739, -1.38299, -7.84802)
H (-3.87536, -2.38776, -6.85415)
H (-3.74143, -0.78873, -6.09612)
H (-4.28218, -2.18018, -5.13965)

As for the spin multiplicity: 4. The LUMO energy (alpha / beta) is -2.5 / -3.8 eV. The total charge is +1. The value obtained for the total energy is -3182.71946 hartree. As for the expectation value of S²: 3.769. The value obtained for the HOMO energy (alpha / beta) is -10.0 / -9.8 eV.

Löwdin atomic charge list, values in e, 8 entries:
1. Tc 1.77
2. C -0.06
3. N -0.33
4. C -0.08
5. C -0.15
6. C -0.17
7. N -0.24
8. C -0.11

---

# 2
Density functional theory data (ωB97M-V/def2-TZVPD) for 2 unconnected molecules or ions with the total composition C4H3NO at a distorted geometry.

CARTESIAN COORDINATES (ANGSTROEM)
C (2.09991, -0.23388, -0.11702)
C (-0.02290, 2.21897, -0.18655)
C (-0.26581, 0.00700, 0.40011)
C (0.73823, -0.35598, -0.44105)
N (3.18690, -0.05084, 0.18929)
O (1.06424, 2.51498, -0.03433)
H (-0.10119, 0.30536, 1.35343)
H (-1.36272, -0.21101, 0.19168)
H (0.56844, -0.63353, -1.38414)

The energy above the lowest of the compared OMol25 structures with the same formula, charge and spin is 23.4 kcal/mol. The LUMO energy is -0.3 eV. The total charge is 0. The value obtained for the total energy is -284.13575 hartree. The value obtained for the HOMO energy is -10.1 eV.

Löwdin atomic charge list, values in e, 8 entries:
1. C -0.25
2. C 0.01
3. C -0.03
4. C -0.18
5. N 0.17
6. O 0.06
7. H 0.04
8. H 0.11

---

# 3
Density functional theory data (ωB97M-V/def2-TZVPD) for a gas-phase ion, C4H9N2 (charge +1) at a distorted geometry.

CARTESIAN COORDINATES (ANGSTROEM)
H (-1.93469, -1.88043, -1.36198)
N (-1.69330, -0.99934, -1.86650)
N (-0.78655, -0.21149, -1.21004)
C (-0.19735, 1.01385, -1.38837)
C (0.05217, 0.05816, -0.12001)
C (-0.68234, 0.52887, 1.09880)
C (1.20419, -0.81577, 0.20951)
H (-0.61255, 1.99600, -1.08477)
H (0.21037, 0.97820, -2.40282)
H (-1.59654, 1.06595, 0.90232)
H (0.17440, 1.24541, 1.51455)
H (-0.48199, -0.24362, 1.88254)
H (1.78005, -0.44907, 1.01506)
H (1.84893, -0.86801, -0.68021)
H (0.81774, -1.84885, 0.32994)

The energy above the lowest of the compared OMol25 structures with the same formula, charge and spin is 132.5 kcal/mol. The LUMO energy is -6.7 eV. The total charge is +1. The value obtained for the total energy is -266.88814 hartree. The SMILES is [H]/N=[N+]1/CC1(C)C. The value obtained for the HOMO energy is -16.0 eV.

Löwdin atomic charge list, values in e, 8 entries:
1. H 0.12
2. N 0.34
3. N -0.08
4. C 0.05
5. C -0.44
6. C 0.01
7. C 0.01
8. H 0.16

---

# 4
Density functional theory data (ωB97M-V/def2-TZVPD) for 2 unconnected molecules or ions with the total composition C3H11NO2S at a distorted geometry.

CARTESIAN COORDINATES (ANGSTROEM)
O (1.97988, -1.61488, 0.08125)
C (2.15320, -0.52186, -0.82635)
N (1.09997, 0.39362, -0.51106)
C (-0.23556, 0.09677, -0.85501)
C (-1.29179, 1.12932, -0.38874)
S (-3.01068, 0.25087, -0.31427)
H (1.77691, -1.27071, 0.88813)
H (2.14181, -0.91165, -1.89555)
H (3.12149, -0.03091, -0.82192)
H (1.36428, 1.36362, -0.70098)
H (-0.53580, -0.92806, -0.37262)
H (-0.44888, -0.18573, -1.99040)
H (-1.50992, 2.11569, -1.03962)
H (-1.29609, 1.47928, 0.71767)
H (-3.33103, 0.58721, 0.99403)
O (-0.31943, -0.66140, 2.16305)
H (-0.47400, -0.73429, 3.07820)
H (-1.18436, -0.55686, 1.79420)

The energy above the lowest of the compared OMol25 structures with the same formula, charge and spin is 33.9 kcal/mol. The LUMO energy is 0.5 eV. The total charge is 0. The value obtained for the total energy is -724.25774 hartree. The SMILES is OCNCCS.O. The value obtained for the HOMO energy is -8.9 eV.

Löwdin atomic charge list, values in e, 8 entries:
1. O -0.03
2. C -0.28
3. N -0.09
4. C -0.37
5. C -0.50
6. S 0.61
7. H 0.01
8. H 0.13

---

# 5
Density functional theory data (ωB97M-V/def2-TZVPD) for a molecular structure, C12H30N2NaO8P at a distorted geometry.

CARTESIAN COORDINATES (ANGSTROEM)
Na (20.32521, 20.85734, 28.29524)
P (20.84537, 23.33085, 29.63274)
O (19.76203, 24.40796, 29.43898)
O (20.03553, 22.14087, 30.25987)
O (21.85013, 23.94977, 30.62224)
O (21.46021, 22.91530, 28.26050)
C (21.27779, 18.54338, 26.17014)
O (20.62153, 19.79073, 26.02235)
C (21.26567, 20.80099, 25.21715)
C (20.35279, 22.02559, 25.09530)
N (19.71600, 22.40395, 26.40196)
C (18.91493, 23.60756, 26.27868)
C (17.70297, 23.51921, 25.35432)
O (18.05996, 23.48694, 23.98745)
C (16.96172, 23.46781, 23.12506)
H (22.17643, 18.80348, 26.72952)
H (21.81421, 18.22152, 25.27752)
H (20.73298, 17.69971, 26.59384)
H (21.59609, 20.46896, 24.23293)
H (22.18438, 21.13270, 25.70093)
H (19.64450, 21.93226, 24.27207)
H (21.00106, 22.78982, 24.66658)
H (20.47001, 22.73404, 26.98730)
H (19.53623, 24.45463, 25.98789)
H (18.69103, 23.94427, 27.29089)
H (17.04021, 24.34786, 25.60370)
H (17.26911, 22.53657, 25.53948)
H (17.31478, 23.34262, 22.10145)
H (16.41734, 24.40622, 23.23066)
H (16.21938, 22.68975, 23.30296)
C (21.77748, 22.35269, 35.21700)
O (21.97784, 21.51676, 34.07828)
C (23.31383, 21.07006, 33.86514)
C (23.44328, 20.20375, 32.60447)
N (23.18910, 20.95612, 31.38105)
C (22.81199, 20.09124, 30.30344)
C (21.47906, 19.27357, 30.60379)
O (21.03444, 18.69604, 29.42500)
C (20.12313, 17.64997, 29.65454)
H (21.99763, 21.79719, 36.12862)
H (20.76417, 22.74040, 35.32183)
H (22.43170, 23.22223, 35.28020)
H (23.56591, 20.46798, 34.73810)
H (24.07360, 21.84271, 33.74746)
H (22.90544, 19.29207, 32.86458)
H (24.47812, 19.86888, 32.53313)
H (23.91484, 21.61030, 31.12520)
H (23.58352, 19.41422, 29.93669)
H (22.58718, 20.74811, 29.46316)
H (20.76674, 19.96330, 31.05653)
H (21.89632, 18.54948, 31.30357)
H (19.62788, 17.39324, 28.71810)
H (19.31386, 17.84997, 30.35682)
H (20.61190, 16.75765, 30.04562)

The energy above the lowest of the compared OMol25 structures with the same formula, charge and spin is 70.5 kcal/mol. The LUMO energy is 3.7 eV. The total charge is -2. The value obtained for the total energy is -1690.23986 hartree. The value obtained for the HOMO energy is 1.9 eV.

Löwdin atomic charge list, values in e, 8 entries:
1. Na 0.34
2. P -0.14
3. O -0.52
4. O -0.48
5. O -0.52
6. O -0.47
7. C -0.11
8. O -0.21

---

# 6
Density functional theory data (ωB97M-V/def2-TZVPD) for a single C6H15N molecule at a distorted geometry.

CARTESIAN COORDINATES (ANGSTROEM)
C (-0.55685, -0.05844, 3.10023)
C (0.50774, -0.30163, 1.96861)
C (0.90673, 0.70831, 0.89349)
C (-0.22665, 0.92843, -0.14080)
N (-0.46726, -0.42170, -0.64563)
C (0.55272, -0.61788, -1.81712)
C (-0.21874, -0.32612, -3.19363)
H (-0.64186, 0.81323, 3.87774)
H (-0.88946, -1.03608, 3.50056)
H (-1.49922, 0.24380, 2.62633)
H (-0.05717, -0.99521, 1.42599)
H (1.30509, -0.78823, 2.54517)
H (1.64589, 0.34259, 0.12906)
H (1.07082, 1.76766, 1.30304)
H (-1.18456, 1.19509, 0.44948)
H (0.16758, 1.66221, -0.81560)
H (-1.38984, -0.52922, -1.09050)
H (0.90442, -1.73453, -1.82389)
H (1.44510, 0.09979, -1.78353)
H (0.40489, -0.66487, -4.03702)
H (-1.12327, -0.96926, -3.32724)
H (-0.65610, 0.68204, -3.14472)

The energy above the lowest of the compared OMol25 structures with the same formula, charge and spin is 63.7 kcal/mol. The LUMO energy is 1.1 eV. The total charge is 0. The value obtained for the total energy is -292.26752 hartree. The SMILES is CCCCNCC. The value obtained for the HOMO energy is -9.0 eV.

Löwdin atomic charge list, values in e, 8 entries:
1. C -0.13
2. C -0.26
3. C -0.21
4. C -0.29
5. N -0.10
6. C -0.23
7. C -0.12
8. H 0.09

---

Repeat the second record exactly.
Density functional theory data (ωB97M-V/def2-TZVPD) for 2 unconnected molecules or ions with the total composition C4H3NO at a distorted geometry.

CARTESIAN COORDINATES (ANGSTROEM)
C (2.09991, -0.23388, -0.11702)
C (-0.02290, 2.21897, -0.18655)
C (-0.26581, 0.00700, 0.40011)
C (0.73823, -0.35598, -0.44105)
N (3.18690, -0.05084, 0.18929)
O (1.06424, 2.51498, -0.03433)
H (-0.10119, 0.30536, 1.35343)
H (-1.36272, -0.21101, 0.19168)
H (0.56844, -0.63353, -1.38414)

The energy above the lowest of the compared OMol25 structures with the same formula, charge and spin is 23.4 kcal/mol. The LUMO energy is -0.3 eV. The total charge is 0. The value obtained for the total energy is -284.13575 hartree. The value obtained for the HOMO energy is -10.1 eV.

Löwdin atomic charge list, values in e, 8 entries:
1. C -0.25
2. C 0.01
3. C -0.03
4. C -0.18
5. N 0.17
6. O 0.06
7. H 0.04
8. H 0.11

---

Please write out number 5 again, unchanged.
Density functional theory data (ωB97M-V/def2-TZVPD) for a molecular structure, C12H30N2NaO8P at a distorted geometry.

CARTESIAN COORDINATES (ANGSTROEM)
Na (20.32521, 20.85734, 28.29524)
P (20.84537, 23.33085, 29.63274)
O (19.76203, 24.40796, 29.43898)
O (20.03553, 22.14087, 30.25987)
O (21.85013, 23.94977, 30.62224)
O (21.46021, 22.91530, 28.26050)
C (21.27779, 18.54338, 26.17014)
O (20.62153, 19.79073, 26.02235)
C (21.26567, 20.80099, 25.21715)
C (20.35279, 22.02559, 25.09530)
N (19.71600, 22.40395, 26.40196)
C (18.91493, 23.60756, 26.27868)
C (17.70297, 23.51921, 25.35432)
O (18.05996, 23.48694, 23.98745)
C (16.96172, 23.46781, 23.12506)
H (22.17643, 18.80348, 26.72952)
H (21.81421, 18.22152, 25.27752)
H (20.73298, 17.69971, 26.59384)
H (21.59609, 20.46896, 24.23293)
H (22.18438, 21.13270, 25.70093)
H (19.64450, 21.93226, 24.27207)
H (21.00106, 22.78982, 24.66658)
H (20.47001, 22.73404, 26.98730)
H (19.53623, 24.45463, 25.98789)
H (18.69103, 23.94427, 27.29089)
H (17.04021, 24.34786, 25.60370)
H (17.26911, 22.53657, 25.53948)
H (17.31478, 23.34262, 22.10145)
H (16.41734, 24.40622, 23.23066)
H (16.21938, 22.68975, 23.30296)
C (21.77748, 22.35269, 35.21700)
O (21.97784, 21.51676, 34.07828)
C (23.31383, 21.07006, 33.86514)
C (23.44328, 20.20375, 32.60447)
N (23.18910, 20.95612, 31.38105)
C (22.81199, 20.09124, 30.30344)
C (21.47906, 19.27357, 30.60379)
O (21.03444, 18.69604, 29.42500)
C (20.12313, 17.64997, 29.65454)
H (21.99763, 21.79719, 36.12862)
H (20.76417, 22.74040, 35.32183)
H (22.43170, 23.22223, 35.28020)
H (23.56591, 20.46798, 34.73810)
H (24.07360, 21.84271, 33.74746)
H (22.90544, 19.29207, 32.86458)
H (24.47812, 19.86888, 32.53313)
H (23.91484, 21.61030, 31.12520)
H (23.58352, 19.41422, 29.93669)
H (22.58718, 20.74811, 29.46316)
H (20.76674, 19.96330, 31.05653)
H (21.89632, 18.54948, 31.30357)
H (19.62788, 17.39324, 28.71810)
H (19.31386, 17.84997, 30.35682)
H (20.61190, 16.75765, 30.04562)

The energy above the lowest of the compared OMol25 structures with the same formula, charge and spin is 70.5 kcal/mol. The LUMO energy is 3.7 eV. The total charge is -2. The value obtained for the total energy is -1690.23986 hartree. The value obtained for the HOMO energy is 1.9 eV.

Löwdin atomic charge list, values in e, 8 entries:
1. Na 0.34
2. P -0.14
3. O -0.52
4. O -0.48
5. O -0.52
6. O -0.47
7. C -0.11
8. O -0.21